Record 1
{"formula": "C14H16", "method": "ωB97M-V with the def2-TZVPD basis set", "species": ["C", "C", "C", "C", "C", "C", "C", "H", "H", "H", "H", "H", "H", "H", "H", "C", "C", "C", "C", "C", "C", "C", "H", "H", "H", "H", "H", "H", "H", "H"], "coordinates": [[-2.944, 2.435, 0.559], [-1.545, -0.617, 3.248], [-0.948, 0.643, 3.235], [-2.535, -0.901, 2.331], [-1.455, 1.632, 2.417], [-2.959, 0.078, 1.426], [-2.537, 1.390, 1.560], [-1.191, -1.383, 3.927], [0.000, 0.760, 3.749], [-3.053, -1.850, 2.263], [-0.846, 2.512, 2.223], [-3.427, -0.221, 0.499], [-2.378, 2.338, -0.375], [-2.728, 3.445, 0.901], [-3.989, 2.349, 0.304], [2.953, -2.044, -0.192], [2.792, -0.008, -3.419], [1.446, 0.280, -3.514], [3.305, -0.802, -2.397], [2.466, -1.272, -1.389], [0.591, -0.142, -2.494], [1.154, -0.792, -1.408], [3.504, 0.314, -4.164], [1.064, 0.862, -4.346], [4.332, -1.145, -2.398], [-0.448, 0.105, -2.413], [2.141, -2.642, 0.211], [3.342, -1.370, 0.570], [0.488, -1.052, -0.586], [3.793, -2.693, -0.446]], "mulliken_charge": [-1.3843, -0.4850, -0.4643, -0.4721, -0.3881, -0.4123, 0.8413, 0.3771, 0.3546, 0.3614, 0.3029, 0.3422, 0.2509, 0.3878, 0.3887, -1.3934, -0.4048, -0.3512, -0.4249, 0.7185, -0.5172, -0.4463, 0.3382, 0.3520, 0.3333, 0.4033, 0.3689, 0.2785, 0.3638, 0.3806], "smiles": "Cc1ccccc1.Cc1ccccc1", "e_above_lowest_kcal_mol": 15.64, "max_force_ev_per_a": 1.3, "gap_ha": 0.3617}

Record 2
{"formula": "C5H7IN5", "method": "ωB97M-V with the def2-TZVPD basis set", "species": ["C", "C", "C", "C", "C", "N", "N", "N", "N", "N", "I", "H", "H", "H", "H", "H", "H", "H"], "coordinates": [[0.127, 1.768, 0.995], [-2.115, 1.853, 0.342], [0.279, 0.689, 0.065], [-0.878, 0.404, -0.763], [1.241, -0.208, -0.356], [-1.096, 2.183, 1.070], [-2.064, 0.874, -0.596], [-0.514, -0.492, -1.753], [0.824, -0.824, -1.476], [0.805, -1.936, 1.001], [3.297, -0.080, 0.129], [0.858, 2.314, 1.557], [-2.943, 2.369, 0.475], [-1.094, -0.777, -2.519], [1.180, -1.601, -1.834], [0.749, -2.894, 0.510], [-0.147, -1.641, 1.308], [1.490, -2.000, 1.846]], "mulliken_charge": [-0.4310, -0.1610, 0.7455, 0.5588, -0.4084, -0.4776, -0.5963, -0.1766, 0.0866, -0.7033, 0.2736, 0.4528, 0.5297, 0.2566, 0.1862, 0.2712, 0.2887, 0.3044], "e_above_lowest_kcal_mol": 36.48, "max_force_ev_per_a": 6.0, "charge": 1, "gap_ha": 0.3176}

Record 3
{"formula": "H4O2", "method": "ωB97M-V with the def2-TZVPD basis set", "species": ["H", "H", "H", "H", "O", "O"], "coordinates": [[2.160, 0.539, -0.375], [0.757, 0.139, 0.017], [-1.302, -0.907, 0.136], [-1.604, 0.552, 0.473], [1.640, -0.221, -0.060], [-1.652, -0.101, -0.191]], "mulliken_charge": [0.3175, 0.3159, 0.3269, 0.3189, -0.6239, -0.6553], "smiles": "O.O", "e_above_lowest_kcal_mol": 4.48, "max_force_ev_per_a": 2.0, "gap_ha": 0.4534}

Record 4
{"formula": "C7H14O3", "method": "ωB97M-V with the def2-TZVPD basis set", "species": ["C", "C", "C", "C", "O", "O", "H", "H", "H", "H", "H", "H", "H", "H", "C", "C", "C", "O", "H", "H", "H", "H", "H", "H"], "coordinates": [[-1.713, 0.614, 0.222], [-2.038, 1.968, 0.757], [-2.095, -0.582, 1.018], [0.389, 0.544, 0.412], [0.792, 1.823, 0.110], [0.749, 0.038, 1.458], [1.317, 2.113, 0.874], [-1.972, 0.512, -0.829], [-1.531, -1.448, 0.638], [-3.130, 2.078, 0.812], [-1.678, 2.752, 0.087], [-1.601, 2.122, 1.746], [-3.159, -0.813, 0.880], [-1.886, -0.455, 2.081], [2.295, -0.655, -1.229], [2.460, -1.920, -0.486], [0.314, -0.376, -1.220], [-0.246, -1.468, -1.379], [0.216, 0.463, -1.925], [2.382, -0.728, -2.309], [2.764, 0.240, -0.836], [2.470, -1.800, 0.596], [1.556, -2.540, -0.670], [3.343, -2.481, -0.809]], "mulliken_charge": [0.3396, -1.2918, -1.1047, 0.4226, -0.4660, -0.5657, 0.3468, 0.3696, 0.3151, 0.4261, 0.3116, 0.2881, 0.3984, 0.2794, -0.4981, -0.8935, -0.0774, -0.5892, 0.4198, 0.3739, 0.3422, 0.2414, 0.2633, 0.3485], "e_above_lowest_kcal_mol": 119.42, "max_force_ev_per_a": 3.5, "gap_ha": 0.2505}

Record 5
{"formula": "C27H21N3O7SW", "method": "ωB97M-V with the def2-TZVPD basis set", "species": ["W", "O", "C", "C", "O", "O", "C", "C", "C", "C", "C", "C", "C", "C", "C", "C", "C", "C", "H", "H", "H", "H", "H", "H", "H", "H", "H", "H", "H", "N", "C", "S", "C", "C", "C", "N", "C", "C", "H", "H", "H", "H", "H", "H", "O", "C", "O", "C", "C", "C", "C", "C", "C", "N", "O", "O", "H", "H", "H", "H"], "coordinates": [[-0.168, 0.639, 0.153], [0.240, -1.466, -0.063], [1.409, -1.965, -0.845], [2.160, -0.687, -1.182], [3.231, -0.564, -1.638], [1.337, 0.432, -0.907], [0.918, -2.548, -2.161], [1.870, -3.142, -2.987], [1.484, -3.670, -4.207], [0.154, -3.610, -4.605], [-0.790, -3.013, -3.785], [-0.409, -2.474, -2.563], [2.169, -2.904, 0.051], [3.135, -2.417, 0.931], [3.756, -3.281, 1.819], [3.408, -4.625, 1.836], [2.440, -5.110, 0.967], [1.821, -4.254, 0.070], [-0.050, -2.154, 0.558], [2.905, -3.193, -2.672], [2.221, -4.135, -4.847], [-0.143, -4.029, -5.557], [-1.826, -2.967, -4.093], [-1.158, -2.010, -1.934], [3.429, -1.374, 0.915], [4.518, -2.909, 2.488], [3.899, -5.299, 2.524], [2.178, -6.159, 0.976], [1.089, -4.635, -0.631], [-1.064, 7.673, -0.505], [-0.098, 6.998, 0.124], [1.288, 7.606, 0.730], [-0.217, 5.518, 0.179], [-0.028, 4.825, 1.377], [-0.033, 3.460, 1.382], [-0.225, 2.728, 0.248], [-0.393, 3.399, -0.926], [-0.418, 4.767, -0.987], [-0.979, 8.675, -0.593], [-1.940, 7.247, -0.761], [0.153, 5.370, 2.292], [0.137, 2.903, 2.290], [-0.518, 2.802, -1.818], [-0.543, 5.251, -1.946], [0.293, 0.263, 4.159], [-0.265, 0.257, 3.129], [0.431, 0.661, 1.914], [-1.649, -0.021, 2.726], [-2.693, 0.177, 3.538], [-4.056, 0.191, 3.000], [-4.270, 0.314, 1.683], [-3.105, 0.300, 0.801], [-1.823, -0.291, 1.270], [-3.184, 0.800, -0.380], [-1.556, 0.721, -0.967], [-3.924, 1.247, -1.166], [-2.534, 0.400, 4.586], [-4.890, 0.199, 3.687], [-5.256, 0.452, 1.259], [-1.869, -1.367, 1.067]], "mulliken_charge": [2.1423, -0.0682, 3.0970, -0.4090, -0.4083, -0.5333, -0.8501, -0.1422, -1.0035, -0.4250, -1.0890, -0.0294, -0.1304, -0.2942, -1.0995, -0.4584, -0.9486, -0.1628, 0.4037, 0.4994, 0.4404, 0.4314, 0.4566, 0.3178, 0.4710, 0.4554, 0.4384, 0.4462, 0.4453, -0.3638, -0.0953, -0.2173, 0.6477, -0.8080, -0.1346, -0.0997, -0.2181, -0.5729, 0.2335, 0.2288, 0.5096, 0.5150, 0.5154, 0.4499, -0.4347, 0.2406, -0.5770, 0.0664, -0.3940, -0.6238, -1.0242, 0.5853, -0.1979, 0.8992, -0.8019, -0.5322, 0.5234, 0.4743, 0.5163, 0.6970], "e_above_lowest_kcal_mol": 14.31, "max_force_ev_per_a": 0.7, "charge": 2, "gap_ha": [0.1953, 0.1954]}

Record 6
{"formula": "C4H11NO", "method": "ωB97M-V with the def2-TZVPD basis set", "species": ["C", "C", "C", "C", "N", "H", "H", "H", "H", "H", "H", "H", "H", "H", "H", "H", "O"], "coordinates": [[0.828, -0.236, 1.551], [1.356, -1.292, 0.538], [1.002, -0.811, -0.862], [0.079, -1.249, -1.717], [1.535, 1.057, 1.186], [-0.236, -0.414, 1.489], [1.187, -0.344, 2.565], [2.468, -1.192, 0.545], [1.019, -2.288, 0.869], [1.581, 0.067, -1.165], [-0.346, -2.255, -1.888], [-0.517, -0.543, -2.314], [0.872, 1.625, 0.634], [1.892, 1.599, 2.039], [-4.855, 1.583, -1.147], [-3.474, 2.283, -1.022], [-4.389, 2.410, -1.302]], "mulliken_charge": [-0.5584, -0.3825, -0.2570, -0.6778, -0.5439, 0.2983, 0.3280, 0.2536, 0.3474, 0.3103, 0.2686, 0.1955, 0.1923, 0.2264, 0.3208, 0.3170, -0.6386], "smiles": "C=CCCN.O", "e_above_lowest_kcal_mol": 64.13, "max_force_ev_per_a": 2.5, "gap_ha": 0.3517}

Record 7
{"formula": "C5H6N", "method": "ωB97M-V with the def2-TZVPD basis set", "species": ["C", "C", "C", "C", "C", "N", "H", "H", "H", "H", "H", "H"], "coordinates": [[0.482, 1.627, 0.901], [1.138, 0.512, 1.059], [-0.839, -1.302, 0.144], [-0.501, -1.668, -1.053], [0.978, 0.970, -0.286], [-0.619, -0.218, -0.835], [0.021, 2.599, 1.281], [1.143, -0.396, 1.649], [-1.373, -1.283, 1.071], [-0.391, -2.435, -1.770], [1.416, 1.330, -1.112], [-1.456, 0.265, -1.049]], "mulliken_charge": [0.0258, -0.3611, -0.3499, -0.0721, -0.2373, -0.3564, 0.3614, 0.3808, 0.4510, 0.4092, 0.5026, 0.2459], "e_above_lowest_kcal_mol": 160.02, "max_force_ev_per_a": 5.7, "charge": 1, "gap_ha": 0.3639}

Record 8
{"formula": "C40H40IrN5OP2S", "method": "ωB97M-V with the def2-TZVPD basis set", "species": ["Ir", "C", "S", "C", "C", "C", "N", "P", "C", "C", "C", "C", "C", "C", "C", "C", "C", "C", "C", "C", "P", "C", "C", "C", "C", "C", "C", "C", "C", "C", "C", "C", "C", "H", "H", "H", "H", "H", "H", "H", "H", "H", "H", "H", "H", "H", "H", "H", "H", "H", "H", "H", "H", "H", "H", "H", "H", "H", "H", "H", "H", "H", "O", "C", "C", "C", "C", "C", "C", "C", "N", "C", "C", "N", "H", "H", "H", "H", "H", "H", "H", "N", "C", "C", "N", "C", "H", "H", "H", "H"], "coordinates": [[0.860, -0.103, 0.081], [-4.921, 1.580, 5.716], [-4.344, 0.083, 4.881], [-2.752, -0.120, 5.718], [-1.591, 0.664, 5.106], [-0.762, -0.154, 4.103], [-0.455, 0.509, 2.819], [0.830, 1.596, 2.494], [1.116, 2.403, 4.084], [0.261, 3.464, 4.395], [0.440, 4.182, 5.566], [1.481, 3.852, 6.428], [2.340, 2.806, 6.117], [2.168, 2.089, 4.939], [2.252, 0.484, 2.255], [3.204, 0.923, 1.320], [4.394, 0.207, 1.114], [4.640, -0.928, 1.851], [3.698, -1.380, 2.792], [2.520, -0.703, 2.983], [-1.030, 0.144, 1.297], [-2.012, 1.577, 0.828], [-2.863, 2.158, 1.774], [-3.454, 3.383, 1.508], [-3.214, 4.028, 0.299], [-2.411, 3.430, -0.661], [-1.802, 2.213, -0.394], [-2.040, -1.306, 1.439], [-3.407, -1.219, 1.696], [-4.133, -2.380, 1.915], [-3.511, -3.619, 1.836], [-2.160, -3.710, 1.515], [-1.424, -2.555, 1.318], [-5.786, 1.947, 5.168], [-4.140, 2.341, 5.716], [-5.215, 1.349, 6.738], [-2.550, -1.193, 5.713], [-2.910, 0.179, 6.753], [-0.932, 0.972, 5.921], [-1.942, 1.588, 4.642], [-1.256, -1.102, 3.887], [0.185, -0.390, 4.583], [-0.543, 3.725, 3.713], [-0.215, 5.011, 5.801], [1.629, 4.417, 7.339], [3.152, 2.554, 6.788], [2.860, 1.291, 4.696], [3.068, 1.875, 0.831], [5.123, 0.563, 0.398], [5.570, -1.468, 1.719], [3.908, -2.263, 3.383], [1.813, -1.065, 3.717], [-3.082, 1.642, 2.706], [-4.094, 3.841, 2.251], [-3.659, 4.996, 0.108], [-2.251, 3.920, -1.613], [-1.166, 1.749, -1.128], [-3.905, -0.259, 1.725], [-5.188, -2.316, 2.148], [-4.083, -4.522, 2.009], [-1.688, -4.679, 1.416], [-0.380, -2.605, 1.049], [-0.352, -0.889, -1.288], [-0.477, -0.754, -2.601], [-1.278, -1.714, -3.253], [-1.466, -1.680, -4.609], [-0.840, -0.691, -5.382], [-0.071, 0.258, -4.766], [0.102, 0.266, -3.371], [0.779, 1.353, -2.720], [1.122, 1.426, -1.436], [1.657, 2.695, -1.220], [1.648, 3.376, -2.382], [1.095, 2.519, -3.316], [-1.725, -2.479, -2.630], [-2.090, -2.424, -5.087], [-0.967, -0.674, -6.456], [0.414, 1.003, -5.386], [1.972, 3.030, -0.250], [1.968, 4.375, -2.625], [0.932, 2.743, -4.284], [3.333, -3.517, -0.910], [2.847, -4.050, 0.266], [2.060, -3.090, 0.803], [2.057, -1.980, -0.034], [2.829, -2.285, -1.058], [3.945, -3.982, -1.562], [3.097, -5.040, 0.607], [1.499, -3.121, 1.719], [3.048, -1.641, -1.897]], "mulliken_charge": [3.3199, -0.9742, 0.0388, -1.1347, -0.4352, -0.8663, 1.0092, 0.2998, 0.6956, -0.3123, -0.7340, -0.6560, -0.7609, -0.3903, -0.2764, 0.0115, -0.9533, -0.7485, -0.8872, -0.0744, 1.1921, 0.0827, -0.3101, -1.0650, -0.8942, -0.7407, -0.4139, 0.2094, -0.6041, -0.6432, -0.7674, -0.7351, -0.2845, 0.3882, 0.2532, 0.3488, 0.4334, 0.5238, 0.4708, 0.0756, 0.7186, 0.1602, 0.4394, 0.4596, 0.4191, 0.4553, 0.3382, 0.4109, 0.4948, 0.4840, 0.4935, 0.2981, -0.0042, 0.5247, 0.4163, 0.4712, 0.4902, 0.5656, 0.5101, 0.4275, 0.5006, 0.0681, -0.2961, 0.2347, -0.9126, -0.6864, -0.9574, -0.9915, 0.7780, 0.5399, 0.2660, -0.2866, -0.9791, -0.0121, 0.5095, 0.4657, 0.4343, 0.4175, 0.3323, 0.4508, 0.1671, -0.0197, -0.9481, -0.5524, 0.1376, -0.7790, 0.2357, 0.4343, 0.6325, 0.5525], "e_above_lowest_kcal_mol": 80.33, "max_force_ev_per_a": 2.3, "charge": 2, "gap_ha": 0.2065}

Total energy for the records above, in order: -14777.087; -20840.614; -4159.745; -13624.004; -59785.841; -7861.773; -6758.238; -83866.391 eV